1.
Density functional theory data (ωB97M-V with the def2-TZVPD basis set) for C21H31N6O3Pt as an isolated structure.

```
! wB97M-V def2-TZVPD RIJCOSX def2/J DEFGRID3
* xyz 1 1
Pt 0.692 -1.217 1.278
C 1.201 -2.896 5.619
N 0.394 -3.670 4.683
C 0.346 -5.100 4.996
C 0.340 -3.234 3.391
N 1.067 -2.283 2.921
N -0.606 -3.867 2.601
C -0.828 -3.729 1.243
N -1.718 -4.608 0.731
N -0.215 -2.838 0.531
H 0.937 -3.201 6.627
H 0.974 -1.835 5.524
H 2.275 -3.062 5.478
H 0.071 -5.211 6.042
H 1.318 -5.572 4.832
H -0.396 -5.631 4.408
H 1.763 -1.939 3.567
H -1.286 -4.408 3.109
H -2.061 -5.393 1.254
H -2.032 -4.512 -0.218
H -0.372 -2.923 -0.464
C 5.096 -2.111 -1.412
C 3.841 -2.237 -0.573
O 2.900 -1.200 -0.835
H 5.810 -2.894 -1.157
H 5.568 -1.143 -1.250
H 4.866 -2.207 -2.476
H 4.081 -2.146 0.487
H 3.377 -3.220 -0.720
H 2.726 -1.184 -1.783
C -3.284 2.348 -5.655
C -3.167 2.787 -4.221
C -4.152 3.584 -3.656
C -4.059 4.001 -2.336
C -2.980 3.611 -1.568
C -1.976 2.824 -2.127
N -0.890 2.387 -1.323
C -0.204 3.148 -0.418
C -0.230 4.554 -0.492
C 0.484 5.322 0.396
C 1.261 4.744 1.405
C 1.310 3.377 1.489
C 0.593 2.563 0.595
C 0.717 1.133 0.769
O 1.341 0.615 1.773
O 0.221 0.262 -0.040
C -2.054 2.407 -3.457
C -0.970 1.572 -4.084
H -4.223 2.687 -6.088
H -3.243 1.260 -5.745
H -2.470 2.748 -6.263
H -5.003 3.880 -4.257
H -4.838 4.615 -1.902
H -2.912 3.901 -0.527
H -0.714 1.396 -1.290
H -0.804 5.027 -1.275
H 0.448 6.400 0.299
H 1.819 5.361 2.094
H 1.910 2.891 2.246
H -0.093 1.500 -3.444
H -0.650 2.003 -5.034
H -1.322 0.560 -4.301
*
```

Properties
Calculated total energy ... -1492.2634 hartree
Highest occupied orbital energy ... -9.570 eV
Kohn-Sham gap ... 6.99 eV
Energy above the lowest of the compared OMol25 structures with the same formula, charge and spin ... 12.3 kJ/mol

The net atomic charges from Mulliken, expressed in e, are: Pt 0.726; C -1.131; N 0.011; C -1.007; C 0.674; N -0.654; N -0.191; C 0.627; N -0.406; N -0.448; H 0.272; H 0.449; H 0.418; H 0.382; H 0.330; H 0.287; H 0.247; H 0.259; H 0.175; H 0.203; H 0.155; C -1.252; C -0.169; O -0.341; H 0.358; H 0.306; H 0.361; H 0.272; H 0.263; H 0.223; C -1.463; C 1.265; C -0.875; C -0.854; C -0.408; C -0.299; N -0.229; C 0.362; C -0.519; C -0.629; C -0.781; C -0.591; C 0.335; C 1.210; O -0.736; O -0.883; C 0.524; C -1.667; H 0.392; H 0.306; H 0.327; H 0.356; H 0.396; H 0.580; H 0.508; H 0.531; H 0.395; H 0.410; H 0.479; H 0.403; H 0.422; H 0.336

2.
Density functional theory data (ωB97M-V with the def2-TZVPD basis set) for a 8-piece molecular cluster, C18H47NO7S7 overall at a distorted geometry.

```
! wB97M-V def2-TZVPD RIJCOSX def2/J DEFGRID3
* xyz 1 2
C -2.420 4.457 0.452
S -0.745 4.348 -0.432
O -0.583 2.907 -0.853
C -1.076 5.250 -1.994
H -2.724 5.503 0.481
H -2.374 4.010 1.445
H -3.122 4.017 -0.256
H -1.857 4.700 -2.519
H -0.207 5.103 -2.637
H -1.343 6.303 -1.912
C -4.497 -4.837 -2.552
S -3.107 -4.229 -1.490
O -1.910 -4.008 -2.456
C -3.890 -2.601 -1.377
H -5.238 -5.250 -1.867
H -4.171 -5.609 -3.249
H -4.909 -4.018 -3.141
H -4.950 -2.675 -1.136
H -3.720 -2.020 -2.284
H -3.441 -1.998 -0.588
C -0.168 -0.989 -0.931
S 1.586 -0.684 -0.826
O 1.902 -0.707 0.642
C 1.639 1.119 -1.246
H -0.599 -0.270 -1.628
H -0.465 -0.745 0.089
H -0.461 -1.993 -1.237
H 0.905 1.422 -1.992
H 2.563 1.335 -1.781
H 1.474 1.878 -0.481
C 2.048 -5.864 0.025
S 1.583 -4.135 -0.193
O 0.456 -4.493 -1.193
C 0.610 -3.765 1.313
H 2.923 -5.900 0.674
H 2.512 -6.354 -0.831
H 1.251 -6.497 0.414
H 1.358 -3.683 2.102
H -0.089 -4.535 1.637
H 0.113 -2.829 1.059
C 0.690 3.098 2.635
S 2.097 3.133 3.762
O 1.497 2.599 5.089
C 3.209 1.881 2.946
H 0.346 4.130 2.564
H -0.192 2.491 2.836
H 0.886 2.810 1.602
H 2.909 0.861 3.187
H 4.212 2.114 3.303
H 3.217 1.956 1.858
C 1.628 1.876 -5.353
S 0.984 3.545 -5.992
O 1.680 3.833 -7.300
C -0.835 3.036 -6.335
H 1.147 1.529 -4.438
H 2.711 2.001 -5.342
H 1.467 1.168 -6.165
H -1.336 2.804 -5.396
H -0.747 2.232 -7.066
H -1.279 3.843 -6.918
C 4.414 -1.927 2.528
S 4.923 -2.923 3.992
O 6.421 -2.529 4.058
C 4.189 -1.918 5.326
H 3.365 -1.641 2.600
H 4.322 -2.555 1.642
H 5.029 -1.028 2.569
H 5.020 -1.457 5.860
H 3.669 -2.678 5.910
H 3.324 -1.342 4.998
N -3.967 0.865 3.360
C -2.693 1.237 3.179
C -2.346 1.050 1.815
C -3.483 0.395 1.176
C -4.453 0.372 2.164
H -4.467 0.725 4.226
H -2.084 1.462 4.043
H -1.356 1.264 1.441
H -3.500 0.007 0.168
H -5.473 0.020 2.209
*
```

Properties
Calculated total energy ... -4082.1112 hartree
Highest occupied orbital energy (spin up / spin down) ... -10.553 / -10.553 eV
Kohn-Sham gap (spin up / spin down) ... 6.95 / 2.96 eV
Energy above the lowest of the compared OMol25 structures with the same formula, charge and spin ... 88.7 kJ/mol

The net atomic charges from Mulliken, expressed in e, are: C -0.947; S 0.512; O -0.541; C -1.013; H 0.477; H 0.203; H 0.321; H 0.276; H 0.319; H 0.401; C -1.007; S 0.541; O -0.592; C -0.923; H 0.378; H 0.361; H 0.307; H 0.522; H 0.397; H 0.088; C -0.565; S 0.427; O -0.501; C -0.530; H 0.520; H 0.064; H 0.103; H 0.064; H 0.592; H -0.223; C -1.037; S 0.617; O -0.208; C -0.559; H 0.425; H 0.403; H 0.360; H 0.346; H 0.447; H 0.050; C 0.440; S 0.429; O -0.632; C -0.772; H 0.369; H -0.013; H -0.615; H 0.143; H 0.438; H 0.282; C -0.765; S 0.519; O -0.614; C -0.908; H 0.136; H 0.329; H 0.363; H 0.297; H 0.327; H 0.330; C -0.604; S 0.460; O -0.644; C -0.768; H 0.032; H 0.300; H 0.386; H 0.298; H 0.322; H 0.247; N 0.021; C -0.773; C 0.327; C -0.970; C -0.725; H 0.249; H 0.488; H 0.364; H 0.610; H 0.420

3.
Density functional theory data (ωB97M-V with the def2-TZVPD basis set) for a 3-piece molecular cluster, C5H8O overall.

```
! wB97M-V def2-TZVPD RIJCOSX def2/J DEFGRID3
* xyz 0 1
C 1.428 -0.505 -0.446
C 0.134 -0.230 0.005
C -0.927 -1.042 0.684
C -1.505 -0.066 -0.266
O -1.633 1.178 0.331
C -0.222 1.194 0.044
H 1.802 -0.029 -1.350
H 1.881 -1.463 -0.206
H 1.826 0.840 0.469
H -0.923 -2.084 0.373
H -1.161 -0.867 1.734
H -1.935 -0.236 -1.247
H 1.253 1.525 0.729
H -0.019 1.785 -0.855
*
```

Properties
Calculated total energy ... -270.3022 hartree
Highest occupied orbital energy ... -8.172 eV
Kohn-Sham gap ... 8.93 eV
Energy above the lowest of the compared OMol25 structures with the same formula, charge and spin ... 671.2 kJ/mol

The net atomic charges from Mulliken, expressed in e, are: C -1.223; C 0.711; C -0.470; C -0.099; O -0.363; C -0.434; H 0.305; H 0.298; H 0.064; H 0.278; H 0.206; H 0.361; H 0.078; H 0.286

4.
Density functional theory data (ωB97M-V with the def2-TZVPD basis set) for a 2-piece molecular cluster, C5H14 overall at a distorted geometry.

```
! wB97M-V def2-TZVPD RIJCOSX def2/J DEFGRID3
* xyz 0 1
C 1.312 -1.294 1.080
C 1.196 -2.106 2.391
H 0.370 -1.140 0.567
H 1.671 -0.343 1.415
H 2.089 -1.751 0.472
H 0.919 -1.485 3.245
H 2.155 -2.558 2.633
H 0.435 -2.889 2.355
C -0.729 1.463 -1.705
C -1.784 0.362 -1.587
C -0.087 1.780 -0.340
H 0.094 1.232 -2.389
H -1.153 2.353 -2.178
H -2.411 0.524 -0.716
H -1.298 -0.609 -1.693
H -0.276 0.945 0.329
H 1.000 1.850 -0.386
H -2.428 0.367 -2.472
H -0.495 2.701 0.063
*
```

Properties
Calculated total energy ... -198.8727 hartree
Highest occupied orbital energy ... -11.252 eV
SMILES ... CCC.CC
Kohn-Sham gap ... 12.40 eV
Energy above the lowest of the compared OMol25 structures with the same formula, charge and spin ... 43.1 kJ/mol

The net atomic charges from Mulliken, expressed in e, are: C -0.536; C -0.932; H 0.081; H 0.204; H 0.350; H 0.284; H 0.277; H 0.281; C -0.223; C -1.187; C -0.932; H 0.240; H 0.323; H 0.330; H 0.287; H 0.139; H 0.306; H 0.372; H 0.336

5.
Density functional theory data (ωB97M-V with the def2-TZVPD basis set) for C20H58F3N2O15V as an isolated structure at a distorted geometry.

```
! wB97M-V def2-TZVPD RIJCOSX def2/J DEFGRID3
* xyz 0 5
V 2.619 -4.534 0.956
C 2.326 -1.613 -0.433
O 1.144 -1.736 0.467
O 3.161 -2.681 -0.118
C 1.808 -1.576 -1.929
F 0.714 -0.858 -1.980
F 2.684 -1.152 -2.853
F 1.472 -2.752 -2.377
C 0.455 -0.485 0.833
C -0.155 -0.730 2.226
H 0.571 -1.354 2.746
H -0.238 0.100 2.928
H -1.013 -1.342 1.947
H -0.352 -0.209 0.155
H 1.102 0.364 1.055
H 2.837 -0.668 -0.248
C -4.580 1.579 3.178
C -3.763 2.327 2.085
C -4.112 3.841 1.939
O -3.488 4.465 0.773
C -3.770 5.821 0.560
N -2.433 2.285 2.695
H -4.361 1.874 4.204
H -4.376 0.508 3.170
H -5.665 1.674 3.148
H -3.920 1.789 1.150
H -3.718 4.293 2.850
H -5.178 4.071 1.943
H -3.567 6.520 1.371
H -4.823 5.956 0.313
H -3.198 6.376 -0.183
H -1.845 2.550 1.917
H -2.161 1.321 2.821
C 1.074 2.891 -0.452
C -0.431 3.281 -0.553
C -0.862 3.646 -2.025
O -0.298 4.815 -2.561
C -0.883 5.969 -2.075
N -1.264 2.138 -0.182
H 1.802 3.657 -0.721
H 1.223 1.923 -0.929
H 1.266 2.750 0.612
H -0.441 4.065 0.204
H -1.916 3.608 -2.298
H -0.603 2.772 -2.622
H -0.165 6.786 -2.139
H -1.444 5.950 -1.141
H -1.706 6.275 -2.721
H -1.053 1.272 -0.657
H -2.238 2.383 -0.286
C -4.059 -2.334 1.112
C -3.121 -2.150 -0.114
O -3.665 -1.308 -1.118
O -4.934 -3.364 0.676
H -4.601 -1.417 1.342
H -3.519 -2.545 2.035
H -2.786 -3.041 -0.645
H -2.121 -1.797 0.140
H -4.438 -1.707 -1.523
H -5.535 -2.985 0.031
C 4.030 -0.136 3.915
C 3.953 0.598 5.225
O 3.710 -0.219 6.286
O 2.852 -0.837 3.401
H 4.846 -0.855 3.995
H 4.366 0.702 3.305
H 3.126 1.296 5.097
H 4.831 1.208 5.441
H 4.446 -0.806 6.474
H 2.051 -0.338 3.574
C -2.651 -0.066 -5.000
C -1.819 -1.142 -4.278
O -2.322 -2.376 -4.756
O -2.630 -0.185 -6.469
H -2.404 0.930 -4.633
H -3.664 -0.191 -4.619
H -1.744 -1.214 -3.193
H -0.785 -0.969 -4.578
H -2.446 -2.212 -5.694
H -3.140 0.504 -6.899
C 5.919 -2.734 -2.979
C 6.348 -3.807 -2.007
O 5.741 -5.093 -2.300
O 6.217 -3.126 -4.339
H 6.598 -1.905 -2.779
H 4.854 -2.510 -2.926
H 6.124 -3.428 -1.009
H 7.417 -3.942 -2.168
H 5.826 -5.211 -3.249
H 5.549 -2.719 -4.897
O 1.002 -3.778 2.352
H 0.628 -3.601 3.215
H 0.746 -3.024 1.821
O 0.836 -4.943 -0.441
H 0.532 -5.849 -0.394
H 0.413 -4.589 -1.224
O 4.162 -3.830 2.414
H 4.813 -3.143 2.271
H 4.210 -4.015 3.352
*
```

Properties
Calculated total energy ... -3278.2381 hartree
Highest occupied orbital energy (spin up / spin down) ... -4.334 / -8.815 eV
Kohn-Sham gap (spin up / spin down) ... 4.54 / 8.95 eV

The net atomic charges from Mulliken, expressed in e, are: V 0.103; C -0.018; O 0.669; O -0.670; C 0.615; F -0.202; F -0.314; F -0.318; C 1.444; C -2.108; H 0.264; H 0.711; H -0.050; H -0.661; H 0.283; H 0.111; C -1.673; C 1.363; C -1.164; O -0.140; C -0.855; N -0.835; H 0.395; H 0.280; H 0.436; H 0.070; H 0.329; H 0.423; H 0.387; H 0.347; H 0.197; H 0.250; H 0.165; C -1.481; C 0.696; C -0.730; O -0.399; C -0.600; N -0.065; H 0.421; H 0.142; H 0.368; H 0.307; H 0.443; H 0.260; H 0.311; H 0.054; H 0.335; H -0.145; H 0.188; C -0.583; C 0.823; O -0.474; O -0.550; H 0.297; H 0.391; H 0.333; H -0.889; H 0.269; H 0.345; C -0.311; C -0.717; O -0.501; O -0.290; H 0.281; H 0.255; H 0.377; H 0.375; H 0.315; H 0.049; C -0.432; C 0.106; O -0.563; O -0.566; H 0.317; H 0.303; H 0.038; H 0.128; H 0.357; H 0.297; C 0.116; C -0.396; O -0.519; O -0.551; H 0.227; H -0.072; H 0.198; H 0.351; H 0.310; H 0.320; O -0.630; H 0.293; H 0.444; O -0.358; H 0.219; H 0.225; O -0.391; H 0.242; H 0.252

6.
Density functional theory data (ωB97M-V with the def2-TZVPD basis set) for C2H19BeFO8 as an isolated structure at a distorted geometry.

```
! wB97M-V def2-TZVPD RIJCOSX def2/J DEFGRID3
* xyz 0 1
Be 13.738 12.801 -19.389
C 16.227 11.949 -20.949
C 14.914 11.887 -21.679
O 13.899 11.941 -20.699
H 16.313 11.085 -20.363
H 16.378 12.845 -20.272
H 17.088 12.073 -21.631
H 14.711 11.050 -22.232
H 14.610 12.726 -22.271
F 14.717 12.586 -18.305
O 13.979 14.349 -16.227
H 14.358 14.891 -15.547
H 13.100 14.631 -16.387
O 15.074 15.921 -18.080
H 14.618 15.276 -17.486
H 15.860 16.180 -17.716
O 16.922 13.655 -17.182
H 16.856 14.597 -17.106
H 16.113 13.475 -17.667
O 13.980 14.479 -19.993
H 14.538 15.154 -19.555
H 13.249 14.915 -20.434
O 17.124 10.660 -17.188
H 16.797 11.522 -17.424
H 17.231 10.803 -16.262
O 12.129 12.769 -18.789
H 11.347 12.362 -19.193
H 11.825 13.483 -18.309
O 14.136 11.440 -16.092
H 13.229 11.477 -15.741
H 14.297 11.986 -16.831
*
```

Properties
Calculated total energy ... -804.2370 hartree
Highest occupied orbital energy ... -8.077 eV
Kohn-Sham gap ... 7.13 eV

The net atomic charges from Mulliken, expressed in e, are: Be -0.018; C -0.831; C -0.244; O -0.351; H 0.253; H 0.048; H 0.404; H 0.312; H 0.188; F -0.331; O -0.565; H 0.275; H 0.246; O -0.645; H 0.345; H 0.263; O -0.602; H 0.262; H 0.349; O -0.278; H 0.382; H 0.291; O -0.623; H 0.241; H 0.315; O -0.273; H 0.336; H 0.277; O -0.635; H 0.270; H 0.339

7.
Density functional theory data (ωB97M-V with the def2-TZVPD basis set) for one molecule with the formula C4H7IS at a distorted geometry.

```
! wB97M-V def2-TZVPD RIJCOSX def2/J DEFGRID3
* xyz 0 1
C 0.009 -0.396 -0.955
C 0.775 0.429 0.026
C -1.490 0.683 -0.815
C 0.976 -0.455 1.278
S -0.486 1.733 0.274
I -3.135 -0.503 -0.011
H 0.468 -0.402 -2.033
H -0.168 -1.356 -0.677
H 1.625 1.015 -0.182
H -1.647 1.281 -1.636
H 1.333 -1.545 1.005
H 0.067 -0.499 1.676
H 1.673 0.016 2.050
*
```

Properties
Calculated total energy ... -852.4003 hartree
Highest occupied orbital energy ... -8.804 eV
SMILES ... C[C@H]1C[C@@H](I)S1
Kohn-Sham gap ... 9.10 eV
Energy above the lowest of the compared OMol25 structures with the same formula, charge and spin ... 139.2 kJ/mol

The net atomic charges from Mulliken, expressed in e, are: C -1.094; C 0.361; C -0.540; C -1.241; S -0.178; I 0.015; H 0.218; H 0.413; H 0.515; H 0.528; H 0.281; H 0.427; H 0.296

8.
Density functional theory data (ωB97M-V with the def2-TZVPD basis set) for a 2-piece molecular cluster, C4H9S overall at a distorted geometry.

```
! wB97M-V def2-TZVPD RIJCOSX def2/J DEFGRID3
* xyz -1 1
C -0.886 1.881 -0.902
S 0.291 0.769 -1.830
H -0.539 1.861 0.138
H -0.898 2.852 -1.392
H -1.926 1.542 -0.798
C 0.919 -0.456 2.061
C 0.122 -1.143 1.026
C -0.715 -2.126 1.354
H 0.584 0.521 2.402
H 1.061 -1.086 2.955
H 1.968 -0.351 1.737
H 0.216 -0.840 -0.035
H -1.340 -2.664 0.648
H -0.617 -2.643 2.312
*
```

Properties
Calculated total energy ... -555.9704 hartree
Highest occupied orbital energy ... -2.233 eV
Kohn-Sham gap ... 6.15 eV
Energy above the lowest of the compared OMol25 structures with the same formula, charge and spin ... 89.3 kJ/mol

The net atomic charges from Mulliken, expressed in e, are: C -0.644; S -0.715; H 0.040; H 0.241; H 0.210; C -1.016; C 0.267; C -0.889; H 0.223; H 0.333; H 0.256; H 0.172; H 0.295; H 0.227

Q: Look up the calculated total energy of the second one.
A: -4082.1112 hartree